1.
Here is C42H67ClN2O2Si4TaTe as an isolated structure in a non-equilibrium geometry from OMol25. Energies are from ωB97M-V with the def2-TZVPD basis set.

```
120
Properties=species:S:1:pos:R:3:lowdin_charge:R:1
Ta -0.127 -0.932 0.222 1.1528
C -1.383 -3.772 -3.983 -0.0537
C -0.405 -2.639 -3.651 -0.3788
C 0.846 -2.763 -4.533 -0.0415
C -1.045 -1.271 -3.788 -0.1236
C -1.845 -1.047 -4.904 -0.0298
C -2.549 0.129 -5.067 -0.0460
C -2.411 1.130 -4.123 -0.0319
C -1.552 0.992 -3.038 -0.1374
C -1.300 2.232 -2.210 -0.3827
C -0.599 3.259 -3.107 -0.0487
C -2.581 2.818 -1.619 -0.0582
C -0.892 -0.233 -2.856 -0.1052
N -0.077 -0.410 -1.665 -0.0950
C 1.160 -1.026 -1.614 -0.1934
C 2.021 -0.715 -0.543 -0.1627
N 1.557 0.042 0.482 -0.1130
C 2.464 0.749 1.370 -0.1276
C 3.097 0.049 2.396 -0.1360
C 3.895 0.767 3.280 -0.0250
C 4.075 2.132 3.141 -0.0476
C 3.448 2.802 2.105 -0.0292
C 2.627 2.132 1.202 -0.1346
C 1.923 2.947 0.139 -0.3687
C 0.791 3.738 0.805 -0.0555
C 2.889 3.888 -0.588 -0.0555
C 2.879 -1.437 2.613 -0.3799
C 4.152 -2.171 3.047 -0.0611
C 1.762 -1.655 3.637 -0.0514
H -0.974 -4.724 -3.640 0.0596
H -1.548 -3.865 -5.058 0.0804
H -2.350 -3.618 -3.501 0.0966
H -0.119 -2.793 -2.618 0.0662
H 0.569 -2.703 -5.588 0.0902
H 1.340 -3.725 -4.368 0.0843
H 1.571 -1.966 -4.350 0.0753
H -1.928 -1.825 -5.656 0.1157
H -3.190 0.268 -5.929 0.1127
H -2.953 2.062 -4.250 0.1150
H -0.644 1.991 -1.387 0.0829
H -1.235 3.523 -3.956 0.0812
H 0.340 2.865 -3.505 0.0894
H -0.384 4.177 -2.562 0.0744
H -3.234 3.226 -2.396 0.0849
H -2.330 3.636 -0.938 0.0744
H -3.144 2.065 -1.062 0.0549
H 1.541 -1.661 -2.399 0.1154
H 3.022 -1.136 -0.496 0.1512
H 4.387 0.243 4.091 0.1153
H 4.702 2.673 3.841 0.1119
H 3.594 3.872 1.992 0.1167
H 1.498 2.277 -0.600 0.1067
H 1.182 4.312 1.651 0.0855
H 0.013 3.071 1.184 0.0399
H 0.333 4.441 0.111 0.0784
H 3.158 4.747 0.032 0.0796
H 2.427 4.272 -1.496 0.0756
H 3.811 3.374 -0.867 0.0887
H 2.560 -1.882 1.672 0.0739
H 4.396 -1.984 4.096 0.0789
H 5.011 -1.877 2.443 0.0865
H 4.010 -3.248 2.939 0.0805
H 2.003 -1.139 4.571 0.0921
H 1.631 -2.719 3.852 0.0901
H 0.808 -1.262 3.277 0.0354
C -4.592 4.126 1.603 -0.2132
Si -5.131 2.381 1.954 0.3146
C -5.646 1.510 0.388 -0.2121
C -6.585 2.471 3.106 -0.2092
Si -3.428 1.258 3.102 0.1461
Te -1.720 0.227 1.599 0.7003
Si -4.442 -0.580 4.124 0.2876
C -5.472 -1.386 2.805 -0.2132
C -3.149 -1.798 4.668 -0.2166
C -5.490 -0.099 5.573 -0.1997
Si -2.449 2.573 4.750 0.2904
C -1.339 3.885 4.080 -0.2036
C -3.842 3.326 5.712 -0.1990
C -1.469 1.435 5.836 -0.2106
H -5.251 4.592 0.862 0.0430
H -3.567 4.171 1.223 0.0158
H -4.632 4.726 2.521 0.0320
H -5.639 2.202 -0.459 0.0320
H -6.657 1.104 0.495 0.0375
H -4.982 0.674 0.142 0.0146
H -7.325 3.161 2.686 0.0496
H -6.300 2.840 4.099 0.0224
H -7.064 1.494 3.237 0.0277
H -4.845 -1.626 1.938 0.0305
H -6.277 -0.728 2.457 0.0215
H -5.920 -2.316 3.168 0.0430
H -2.436 -1.989 3.857 0.0038
H -3.613 -2.752 4.941 0.0431
H -2.581 -1.432 5.529 0.0257
H -6.194 0.704 5.334 0.0193
H -4.874 0.232 6.417 0.0315
H -6.066 -0.973 5.895 0.0472
H -1.904 4.643 3.525 0.0354
H -0.593 3.457 3.402 0.0107
H -0.809 4.381 4.900 0.0457
H -4.407 4.044 5.106 0.0297
H -3.447 3.853 6.587 0.0482
H -4.544 2.560 6.062 0.0193
H -0.818 0.791 5.232 0.0277
H -2.132 0.785 6.418 0.0268
H -0.839 1.998 6.533 0.0431
Cl 3.213 -7.672 -2.560 0.7302
C 2.410 -6.324 -1.854 -0.6543
C 3.154 -5.374 -1.166 -0.0729
C 2.508 -4.298 -0.589 0.0051
C 1.132 -4.154 -0.728 -0.1378
C 0.392 -5.121 -1.401 -0.0088
C 1.032 -6.214 -1.966 -0.0721
C 0.413 -3.026 -0.099 -0.5254
O 0.747 -2.495 1.048 -0.1439
O -0.769 -2.663 -0.502 -0.1077
H 4.226 -5.485 -1.083 0.1162
H 3.084 -3.571 -0.030 0.1172
H -0.684 -5.026 -1.469 0.1272
H 0.466 -6.975 -2.489 0.1190
```

Output
spin multiplicity: 1
LUMO level: -3.2 eV
energy above the lowest of the compared OMol25 structures with the same formula, charge and spin: 61.9 kcal/mol
total charge: +1
DFT total energy: -104593.7384 eV
HOMO level: -10.844 eV
orbital gap: 7.66 eV

***

2.
Here is C42H68BaGeN7O5P3S3Sb as an isolated structure in a non-equilibrium geometry from OMol25. Energies are from ωB97M-V with the def2-TZVPD basis set.

```
131
Properties=species:S:1:pos:R:3:lowdin_charge:R:1
Ba 1.750 1.306 -1.646 1.4702
C 1.803 -3.044 3.084 -0.0855
C 1.909 -2.635 1.606 -0.5370
C 2.646 -3.742 0.760 -0.0968
P 2.563 -0.910 1.320 1.0064
C 1.479 -0.022 2.544 -0.4596
N 0.093 -0.466 2.430 -0.2120
Ge -0.536 -0.308 0.555 0.8652
N -2.379 0.389 0.566 -0.2156
C -2.501 1.852 0.718 -0.4159
P -1.421 2.883 -0.333 1.0104
C -2.593 3.368 -1.724 -0.5718
C -2.947 2.159 -2.547 -0.1569
C -3.844 4.152 -1.362 -0.1175
C -1.457 4.396 0.755 -0.5675
C -0.327 4.207 1.769 -0.1434
C -1.173 5.593 -0.115 -0.1503
C -3.582 -0.326 0.819 -0.2059
C -4.804 -0.146 0.064 -0.0367
C -5.922 -0.947 0.194 -0.0983
C -5.881 -1.993 1.158 -0.0898
C -4.731 -2.163 1.932 -0.0161
C -3.599 -1.341 1.800 -0.1858
N -2.459 -1.619 2.561 -0.0327
C -2.008 -0.759 3.587 -0.1386
C -2.944 -0.288 4.532 -0.0212
C -2.597 0.681 5.468 -0.1333
C -1.305 1.158 5.535 -0.0929
C -0.385 0.734 4.528 -0.0416
C -0.683 -0.189 3.527 -0.2487
C -1.940 -2.924 2.374 -0.1693
C -2.014 -3.909 3.376 -0.0157
C -1.559 -5.200 3.136 -0.1170
C -1.095 -5.491 1.880 -0.1208
C -0.998 -4.556 0.882 -0.0275
C -1.333 -3.208 1.142 -0.2421
N -1.025 -2.176 0.254 -0.2124
C -1.515 -2.360 -1.135 -0.3893
P -0.673 -1.417 -2.482 1.0039
C 0.790 -2.558 -3.015 -0.4878
C 0.791 -4.062 -2.563 -0.1090
C 2.141 -1.978 -2.548 -0.1852
C -1.883 -1.851 -3.821 -0.5552
C -1.444 -1.274 -5.178 -0.1176
C -3.293 -1.295 -3.506 -0.1133
C 4.231 -0.759 2.129 -0.5472
C 4.568 0.746 2.220 -0.1273
C 5.282 -1.486 1.267 -0.1242
H 1.047 -3.756 3.338 0.0538
H 1.525 -2.142 3.669 0.0600
H 2.794 -3.380 3.442 0.0800
H 0.959 -2.557 1.104 0.0246
H 3.656 -3.902 1.150 0.0474
H 2.651 -3.280 -0.272 0.0462
H 2.058 -4.706 0.791 0.0858
H 1.555 1.075 2.414 0.0604
H 1.783 -0.093 3.592 0.0791
H -2.318 2.198 1.823 0.1097
H -3.551 2.153 0.608 0.0743
H -1.981 4.021 -2.339 0.0908
H -3.697 1.457 -2.092 0.0576
H -2.052 1.485 -2.707 0.0478
H -3.252 2.449 -3.569 0.0887
H -4.579 3.534 -0.868 0.0625
H -4.339 4.527 -2.304 0.0983
H -3.614 5.041 -0.775 0.0462
H -2.426 4.589 1.227 0.1138
H 0.642 4.346 1.319 0.0471
H -0.337 3.241 2.325 0.0651
H -0.309 4.971 2.567 0.0836
H -0.326 5.465 -0.781 0.0637
H -0.891 6.506 0.462 0.0943
H -1.988 5.877 -0.777 0.0505
H -4.816 0.692 -0.667 0.0887
H -6.802 -0.773 -0.372 0.0808
H -6.691 -2.702 1.249 0.0859
H -4.687 -2.956 2.680 0.1137
H -3.944 -0.686 4.492 0.1052
H -3.360 0.936 6.216 0.0956
H -1.025 1.935 6.246 0.0967
H 0.558 1.269 4.573 0.0744
H -2.431 -3.614 4.370 0.1279
H -1.613 -5.948 3.909 0.0928
H -0.745 -6.480 1.682 0.0927
H -0.566 -4.759 -0.103 0.0937
H -2.542 -1.994 -1.227 0.0583
H -1.603 -3.399 -1.383 0.0658
H 0.794 -2.566 -4.129 0.0906
H 0.926 -4.133 -1.482 0.0364
H 1.580 -4.644 -3.044 0.0750
H -0.179 -4.555 -2.770 0.0700
H 2.216 -1.892 -1.458 0.0157
H 2.439 -1.088 -3.044 -0.0201
H 2.908 -2.732 -2.857 0.1007
H -1.990 -2.935 -3.883 0.1057
H -1.562 -0.199 -5.223 0.0699
H -2.037 -1.733 -5.969 0.0770
H -0.399 -1.540 -5.346 0.0495
H -3.234 -0.245 -3.240 0.0375
H -3.892 -1.756 -2.777 0.0472
H -3.856 -1.380 -4.426 0.0730
H 4.326 -1.180 3.081 0.0830
H 4.613 1.231 1.265 0.0354
H 5.488 0.895 2.832 0.0916
H 3.831 1.280 2.860 0.0524
H 5.214 -1.248 0.193 0.0628
H 5.319 -2.585 1.393 0.0638
H 6.239 -1.065 1.606 0.0726
S 1.907 6.371 -5.958 -0.1892
Sb 3.570 4.747 -4.648 0.4581
S 1.663 3.992 -6.122 -0.1597
S 2.581 4.406 -2.562 -0.2260
O 0.325 2.441 -3.859 -0.3215
H 0.081 2.650 -4.786 -0.0229
H 0.747 3.267 -3.487 -0.1050
O 2.049 0.333 -4.707 -0.1215
H 1.170 0.753 -4.691 -0.0032
H 2.538 0.883 -5.371 0.0706
O 2.626 2.918 0.328 -0.2532
H 3.286 2.985 1.017 0.0373
H 2.838 3.529 -0.401 -0.1070
O 2.511 3.530 4.858 -0.0607
H 3.432 3.235 4.727 0.0421
H 1.980 3.166 4.148 0.0007
O 4.122 0.991 -2.257 -0.4808
N 5.127 1.042 -1.446 -0.0350
C 6.266 1.149 -2.066 -0.3374
C 7.433 1.156 -1.237 -0.1811
N 8.324 1.255 -0.473 0.1245
C 6.308 1.206 -3.479 -0.2066
N 6.433 1.203 -4.616 0.1604
```

Output
spin multiplicity: 1
LUMO level: 1.3 eV
energy above the lowest of the compared OMol25 structures with the same formula, charge and spin: 14.5 kcal/mol
total charge: -1
DFT total energy: -189448.8424 eV
HOMO level: -4.611 eV
orbital gap: 5.93 eV